# 1
Computed, not measured: an isolated molecule of C12H20N4O3 in a non-equilibrium geometry, with wB97M-V/def2-TZVPD.

Structure (XYZ):
```
39
Properties=species:S:1:pos:R:3:forces:R:3
C -2.489287 -0.528494 -0.451486 -0.50 0.49 0.02
C -0.998451 -0.592812 -0.228813 0.89 -0.15 0.07
C -3.164005 0.111345 0.784054 0.87 0.06 -0.54
C -4.664404 0.299032 0.685966 -1.33 -0.21 1.09
C -5.159843 0.957724 -0.633153 0.48 0.32 0.84
C -5.462168 -1.004507 1.049182 -1.60 1.05 0.26
C 1.079683 0.625393 -0.065874 0.98 1.87 0.96
C 1.388398 2.204274 0.020257 -1.04 -1.22 -1.42
C 2.035996 -0.160243 -1.000180 0.04 0.59 0.23
C 3.308619 -0.609938 -0.358983 -1.84 0.24 0.36
C 3.812766 -1.861319 -0.344502 0.88 1.08 -0.19
C 5.054274 -0.487860 0.837611 -0.10 1.16 0.94
H -2.663583 -2.057777 -1.738426 -0.32 -0.17 0.89
H -2.716197 -2.539837 -0.103004 -0.60 1.40 -1.64
H -2.663435 0.128656 -1.285198 -0.10 0.47 -0.54
H -2.884693 -0.562577 1.604858 -0.23 0.45 0.30
H -2.720918 1.126861 0.928738 0.00 -0.83 0.09
H -4.924560 0.984591 1.545005 0.23 -0.30 -0.96
H -4.658168 1.912977 -0.838243 0.37 -0.30 0.05
H -5.087915 0.327583 -1.514735 0.06 -0.23 0.04
H -6.179968 1.275172 -0.502021 -0.65 -0.23 0.00
H -6.584847 -0.775727 1.051427 1.38 -0.09 -0.07
H -5.335228 -1.764141 0.287699 0.30 -0.32 0.20
H -5.279157 -1.356734 2.100410 0.30 0.16 -1.11
H -0.715587 1.389954 -0.759753 -0.61 1.29 -0.27
H 1.193415 0.309138 0.987417 -0.07 -0.38 -0.41
H 2.328041 0.510666 -1.800263 -0.20 0.10 -0.51
H 1.470235 -0.994586 -1.403623 0.12 -0.09 -0.04
H 3.475408 -2.627059 -0.981428 0.08 -1.22 -0.15
H 5.765651 -0.071162 1.575994 -0.25 -0.77 -0.80
H 5.664084 -2.516562 0.515056 -0.28 0.52 0.13
H 3.237776 1.784691 0.419468 0.01 -0.41 0.17
N -3.065897 -1.810026 -0.816854 0.94 -1.44 0.78
N -0.279418 0.562688 -0.466673 -0.46 -3.06 0.55
N 4.015716 0.249619 0.431437 1.54 -1.37 0.03
N 4.992255 -1.765890 0.381304 -0.25 0.07 0.03
O -0.475081 -1.643505 0.150077 -0.03 1.01 -0.14
O 0.506789 2.990142 -0.279747 1.03 -0.34 0.64
O 2.617241 2.546558 0.309876 -0.04 0.81 0.12
```
Positions in Å, forces in eV/Å.

- energy relative to the best compared isomer or geometry (same formula, charge and spin) (eV) = 0.835
- E_LUMO (eV) = 0.510
- E_tot (eV) = -24872.4605
- Kohn-Sham gap (eV) = 9.77
- HOMO (eV) = -9.259
- F_max (eV/A) = 3.1
- structure (SMILES) = CC(C)C[C@H](N)C(=O)N[C@@H](Cc1c[nH]cn1)C(=O)O

***

# 2
Computed, not measured: an isolated molecule of C12H20N4O3 in a non-equilibrium geometry, with wB97M-V/def2-TZVPD.

Structure (XYZ):
```
39
Properties=species:S:1:pos:R:3:forces:R:3
C -0.248187 -1.512518 -0.661676 -2.32 0.74 -2.34
C 0.232682 -1.334640 0.703884 1.35 1.40 2.85
C -1.762751 -1.845187 -0.718795 0.81 -0.32 -0.64
C -2.632695 -0.756753 -0.320209 -0.69 2.18 0.56
C -3.627446 -0.694976 0.606423 -0.39 -1.02 -0.07
C -3.514708 1.254249 -0.405950 1.29 -2.14 0.41
C 1.978163 0.366236 0.106502 0.00 -0.08 -1.54
C 3.392303 -0.141464 -0.168399 -0.76 -0.37 2.20
C 2.033448 1.887332 0.315659 -0.06 0.08 -2.60
C 0.662105 2.562517 -0.010407 1.46 0.95 2.99
C -0.390973 2.254786 1.165118 0.28 0.20 -1.53
C 0.169606 2.231578 -1.351293 -1.26 -2.43 -0.75
H 1.377244 -2.220241 -1.407978 0.60 -0.64 -0.01
H 0.119178 -2.886728 -2.103766 -0.02 -0.03 0.52
H -0.227823 -0.579676 -1.311920 0.54 -1.02 0.78
H -2.018355 -2.708252 -0.167169 0.11 -1.04 0.92
H -2.007540 -2.118819 -1.753553 0.26 0.20 -0.08
H -3.973376 -1.445670 1.270528 -0.27 -0.46 0.40
H -3.649009 2.326126 -0.497151 -0.02 -0.31 -0.34
H -4.861677 0.944708 1.137745 -0.74 0.02 0.69
H 1.416507 -0.300919 2.063514 -0.26 -0.42 -1.60
H 1.440503 0.161854 -0.836096 0.55 0.53 0.06
H 2.506409 2.128043 1.239419 -0.16 0.29 1.11
H 2.758565 2.286589 -0.456756 -0.66 -0.53 0.66
H 0.916420 3.656236 -0.084592 -0.36 -0.72 0.76
H 0.088673 1.962109 2.123725 -0.36 0.32 -0.70
H -1.094444 1.469323 0.801903 0.71 0.36 0.55
H -0.999500 3.153668 1.273514 -0.02 0.00 0.41
H -0.614518 2.929881 -1.617140 0.00 0.18 -0.51
H -0.360543 1.232385 -1.301466 0.53 1.25 -0.35
H 0.963787 2.127066 -2.102304 -0.20 0.49 0.05
H 4.704521 -1.183877 0.687384 0.29 -0.17 0.22
N 0.487395 -2.649775 -1.172177 0.67 0.28 -1.45
N -2.510995 0.491175 -0.890869 -1.79 1.44 -0.21
N -4.254059 0.504611 0.497064 1.67 1.35 -1.26
N 1.233496 -0.397332 1.035229 -0.96 -0.60 1.34
O -0.212794 -2.013135 1.598042 -0.44 -0.31 0.46
O 4.029322 0.134245 -1.137026 0.51 -0.45 0.05
O 3.817828 -0.896300 0.938019 0.13 0.83 -2.00
```
Positions in Å, forces in eV/Å.

- energy relative to the best compared isomer or geometry (same formula, charge and spin) (eV) = 1.996
- E_LUMO (eV) = 0.717
- E_tot (eV) = -24871.2991
- Kohn-Sham gap (eV) = 9.50
- HOMO (eV) = -8.786
- F_max (eV/A) = 3.5
- structure (SMILES) = CC(C)C[C@H](NC(=O)[C@@H](N)Cc1c[nH]cn1)C(=O)O

***

# 3
Computed, not measured: the ion C12H20NO2 with charge +1, with wB97M-V/def2-TZVPD.

Structure (XYZ):
```
35
Properties=species:S:1:pos:R:3:forces:R:3
C 0.639692 1.979731 2.980394 0.02 -0.01 -0.07
C 0.307260 0.537907 2.745829 -0.03 0.07 -0.25
C 0.218140 -0.346548 3.815298 -0.01 -0.07 -0.12
C -0.126739 -1.672772 3.633041 -0.03 -0.05 0.04
C -0.407218 -2.145928 2.362822 0.05 -0.02 0.01
C -0.308740 -1.291671 1.280386 0.01 0.23 -0.11
C 0.054359 0.035349 1.470652 0.02 -0.26 0.16
O 0.105500 0.845045 0.325833 -0.09 0.04 0.26
C 1.368535 1.377411 -0.028756 0.19 0.03 -0.14
C 1.414474 1.339009 -1.562433 0.05 0.57 0.60
N 0.980592 -0.012754 -1.970579 -0.33 -0.36 0.53
H 0.187000 -0.231426 -1.299522 0.60 -0.08 -0.31
H 1.732863 -0.687012 -1.813634 -0.15 0.08 0.00
C 0.396807 -0.155009 -3.323192 -0.64 -0.05 -0.51
H 0.554239 -1.178328 -3.668012 0.08 0.05 0.11
H 0.869856 0.534264 -4.021850 0.04 -0.02 0.09
C -1.118455 0.092334 -3.220606 0.14 0.17 -0.37
C -1.832197 -0.367943 -4.484129 0.20 0.07 0.30
H -2.895240 -0.150783 -4.419033 -0.08 0.05 -0.01
H -1.706218 -1.439356 -4.618850 0.03 -0.11 -0.01
H -1.432153 0.147199 -5.352126 0.00 0.09 -0.16
H -1.313532 1.163349 -3.056124 0.08 -0.12 -0.02
O -1.510022 -0.639123 -2.071110 -0.05 -0.17 0.01
H -2.467234 -0.611117 -1.972292 -0.01 0.02 0.09
H 0.696317 2.059659 -1.955402 0.02 -0.12 -0.10
H 2.409120 1.569417 -1.942668 -0.08 -0.08 -0.07
H 2.176853 0.774423 0.402614 -0.06 0.03 -0.01
H 1.479496 2.410164 0.316216 0.04 -0.12 -0.06
H -0.543607 -1.641877 0.284482 -0.03 -0.03 -0.09
H -0.697354 -3.173637 2.212267 -0.03 -0.10 -0.01
H -0.191057 -2.333404 4.483025 -0.01 -0.06 0.09
H 0.413466 0.023317 4.810344 0.01 0.06 0.11
H 1.704302 2.164855 2.833424 0.05 0.10 -0.01
H 0.394077 2.255419 4.002050 0.01 0.07 0.03
H 0.076316 2.619490 2.304296 -0.01 0.11 -0.01
```
Positions in Å, forces in eV/Å.

- energy relative to the best compared isomer or geometry (same formula, charge and spin) (eV) = 0.119
- E_LUMO (eV) = -2.667
- net charge = +1
- E_tot (eV) = -18347.3099
- Kohn-Sham gap (eV) = 9.19
- HOMO (eV) = -11.862
- F_max (eV/A) = 0.8
- structure (SMILES) = Cc1ccccc1OCC[NH2+]C[C@@H](C)O

***

# 4
Computed, not measured: the ion C12H20NSi with charge +1 in a non-equilibrium geometry, with wB97M-V/def2-TZVPD.

Structure (XYZ):
```
34
Properties=species:S:1:pos:R:3:forces:R:3
C 3.832906 -0.911167 0.364976 -0.42 0.67 -0.52
C 3.404377 -0.675997 -0.961118 -0.67 0.71 1.64
C 2.984072 -0.579598 1.405460 1.26 -0.37 1.75
C 2.168652 -0.055296 -1.212791 -0.28 -1.18 0.79
C 1.734699 0.021300 1.146029 0.98 -1.70 1.12
C 1.257769 0.259750 -0.140819 1.19 0.37 -0.60
C -3.134158 0.599519 -0.371965 2.03 2.58 1.03
C -1.837700 0.253068 -0.309837 -2.05 -4.54 -0.06
C -1.971925 -1.808491 1.394474 1.53 0.75 1.55
C -0.395289 2.232574 -1.946604 0.99 1.28 -1.13
C -0.655132 2.504637 1.118992 -0.49 -2.45 0.36
C -1.901207 -1.553532 -0.051287 0.58 3.57 -3.65
N -0.540764 -2.061207 -0.619317 2.00 0.04 -1.74
Si -0.288479 1.306037 -0.378456 -1.06 0.48 1.48
H 4.842247 -1.270340 0.557440 -0.31 -0.15 -0.08
H 4.128561 -0.913329 -1.689452 0.24 -0.20 -1.25
H 3.390941 -0.790895 2.510673 -1.36 0.62 -2.56
H 1.805836 -0.024557 -2.234707 0.21 0.56 -0.10
H 1.190237 0.022734 2.076404 -0.90 1.00 -0.14
H -3.370853 1.703386 -0.327310 -0.15 -1.37 -0.42
H -3.865534 -0.112094 -0.092672 -1.08 -0.39 -0.31
H -2.958700 -1.876626 1.683662 -2.48 -0.28 0.37
H -1.670529 -0.892316 1.989663 0.40 -1.22 -0.65
H -1.535355 -2.738846 1.787209 0.29 0.33 -0.31
H 0.537002 2.849771 -2.030898 -0.62 -0.31 0.07
H -0.465024 1.717388 -2.929463 -0.22 0.10 0.82
H -1.213501 2.976198 -1.833981 0.31 -0.56 -0.25
H -1.390959 3.216506 0.792618 -0.48 0.31 -0.19
H -1.118481 1.916377 2.021516 1.07 1.12 -1.64
H 0.215064 3.051436 1.400387 0.68 0.37 0.51
H -2.781616 -1.920476 -0.739355 2.02 0.43 1.45
H -0.574596 -3.122401 -0.681887 0.70 1.55 0.70
H 0.286132 -1.555994 -0.081738 -1.58 -1.67 -0.24
H -0.108693 -1.767520 -1.615846 -2.33 -0.46 2.21
```
Positions in Å, forces in eV/Å.

- energy relative to the best compared isomer or geometry (same formula, charge and spin) (eV) = 0.938
- E_LUMO (eV) = -3.013
- net charge = +1
- E_tot (eV) = -22127.5351
- Kohn-Sham gap (eV) = 9.93
- HOMO (eV) = -12.940
- F_max (eV/A) = 5.1
- structure (SMILES) = C=C([C@H](C)[NH3+])[Si](C)(C)c1ccccc1

***

What is the E_LUMO in the fourth record?
-3.013 eV